(1)
Entry from the OMol25 dataset: a 2-piece molecular cluster, CHNO2PS overall (ωB97M-V/def2-TZVPD).

Calculated values
Charge ... -1
HOMO-LUMO gap ... 0.20902 Eh
Energy above the lowest of the compared OMol25 structures with the same formula, charge and spin ... 76.6 kcal per mole
Multiplicity ... 1
Highest occupied orbital energy ... -5.04 eV
Electronic energy ... -26762.9739 eV

Structure (XYZ):
```
7
Properties=species:S:1:pos:R:3:mulliken_charge:R:1
C -2.104 1.222 -0.203 -0.2835
N -2.984 1.441 0.540 -0.5646
O 2.085 -0.465 -1.607 -0.4853
O -0.033 -1.194 -0.269 -0.3503
P 1.202 -0.047 -0.496 0.7664
S 1.952 0.122 1.329 -0.3964
H -0.118 -1.078 0.706 0.3137
```

(2)
Entry from the OMol25 dataset: C51H52KN8OS3Si2 as an isolated structure (ωB97M-V/def2-TZVPD).

Calculated values
Charge ... -1
HOMO-LUMO gap ... 0.16225 Eh
Energy above the lowest of the compared OMol25 structures with the same formula, charge and spin ... 23.6 kcal per mole
Multiplicity ... 1
Highest occupied orbital energy ... -2.94 eV
Electronic energy ... -132279.1936 eV

Structure (XYZ):
```
118
Properties=species:S:1:pos:R:3:mulliken_charge:R:1
K 0.286 0.398 -0.077 0.8758
N 1.071 1.502 2.400 -1.1753
S 0.373 2.758 2.376 2.0118
N -0.919 2.937 1.224 -0.0728
S -2.222 3.592 0.842 1.0287
N -3.203 2.908 -0.105 -0.2707
S -2.908 1.893 -1.415 1.0737
N -2.183 0.657 -1.286 -0.4332
C -4.635 1.758 -1.898 0.0472
C -5.618 2.682 -1.566 -0.0044
C -6.917 2.472 -2.004 -0.7931
C -7.224 1.347 -2.761 -0.5530
C -6.235 0.425 -3.075 -0.8151
C -4.934 0.628 -2.641 -0.2363
C -2.261 3.088 -2.600 0.2514
C -3.017 3.723 -3.574 -0.1484
C -2.386 4.615 -4.433 -0.8234
C -1.022 4.851 -4.325 -0.9485
C -0.270 4.187 -3.363 -0.5536
C -0.895 3.304 -2.499 0.1434
C -1.987 5.257 0.206 0.7900
C -0.994 6.081 0.716 -0.0069
C -0.808 7.345 0.179 -1.1344
C -1.607 7.782 -0.870 -0.9678
C -2.602 6.955 -1.370 -0.6250
C -2.800 5.695 -0.829 -0.5366
C -3.280 3.836 2.258 -0.0519
C -3.866 5.054 2.555 0.0437
C -4.705 5.145 3.659 -0.9817
C -4.944 4.029 4.447 -0.5745
C -4.351 2.811 4.130 -0.7650
C -3.521 2.708 3.030 -0.5760
C 1.341 4.194 1.945 -0.8819
C 1.702 4.338 0.611 1.1863
C 2.537 5.385 0.253 -0.7192
C 3.003 6.266 1.221 -0.8584
C 2.662 6.090 2.554 -0.7754
C 1.835 5.039 2.928 -0.0431
C -0.480 3.186 3.904 -0.5237
C -1.031 4.426 4.194 0.6099
C -1.678 4.610 5.406 -1.0175
C -1.776 3.561 6.310 -0.5464
C -1.224 2.324 6.008 -0.7980
C -0.566 2.136 4.801 -0.5628
H -5.369 3.540 -0.958 0.2402
H -7.692 3.182 -1.747 0.4282
H -8.241 1.187 -3.097 0.3832
H -6.472 -0.460 -3.650 0.4456
H -4.153 -0.091 -2.852 0.3077
H -4.078 3.530 -3.669 0.4387
H -2.965 5.114 -5.201 0.4152
H -0.539 5.536 -5.010 0.4362
H 0.803 4.323 -3.294 0.6339
H -0.310 2.754 -1.776 0.0753
H -0.339 5.738 1.500 0.2676
H -0.020 7.976 0.567 0.5175
H -1.446 8.762 -1.300 0.3879
H -3.221 7.282 -2.195 0.4509
H -3.568 5.044 -1.217 0.4068
H -3.673 5.922 1.939 0.5366
H -5.170 6.092 3.900 0.4363
H -5.595 4.104 5.308 0.4316
H -4.540 1.939 4.742 0.4459
H -3.059 1.765 2.762 0.5758
H 1.349 3.639 -0.140 0.2097
H 2.830 5.493 -0.783 0.4443
H 3.655 7.081 0.935 0.4203
H 3.050 6.759 3.311 0.4245
H 1.588 4.882 3.969 0.5404
H -0.961 5.245 3.493 0.3095
H -2.114 5.573 5.639 0.4283
H -2.288 3.709 7.253 0.4200
H -1.298 1.504 6.710 0.4319
H -0.114 1.188 4.532 0.6384
C -3.452 -2.833 -1.228 -0.6621
Si -1.922 -3.326 -2.231 -0.0123
C -2.144 -5.182 -2.590 -1.2671
C -2.191 -2.493 -3.912 -0.8856
C -0.318 -2.829 -1.505 1.2117
C -0.107 -2.935 -0.107 0.2781
C -0.828 -3.868 0.715 -0.7518
C -0.637 -3.919 2.068 -0.5076
C 0.313 -3.083 2.667 -0.8688
C 1.031 -2.260 1.822 -0.4650
N 0.851 -2.162 0.504 -0.1459
Si 1.016 -2.373 -2.670 -0.2576
C 1.222 -3.747 -3.970 -1.2039
C 0.758 -0.818 -3.720 -0.4546
C 2.707 -2.208 -1.857 -0.8979
H -4.347 -3.131 -1.787 0.3026
H -3.470 -1.751 -1.083 -0.0746
H -3.496 -3.305 -0.246 0.4068
H -3.069 -5.381 -3.142 0.3003
H -2.176 -5.760 -1.662 0.3241
H -1.305 -5.560 -3.179 0.3275
H -3.218 -2.695 -4.239 0.3364
H -1.522 -2.873 -4.687 0.3316
H -2.044 -1.414 -3.839 0.0483
H -1.506 -4.565 0.241 0.1776
H -1.200 -4.631 2.663 0.4089
H 0.512 -3.092 3.730 0.4091
H 1.798 -1.608 2.232 0.3853
H 0.308 -3.888 -4.551 0.3060
H 1.460 -4.701 -3.493 0.2848
H 2.027 -3.501 -4.669 0.2995
H 0.057 -1.005 -4.538 0.4071
H 1.720 -0.539 -4.163 0.3414
H 0.395 0.046 -3.161 -0.1563
H 2.913 -3.054 -1.199 0.3228
H 2.784 -1.299 -1.258 0.1584
H 3.480 -2.175 -2.631 0.3146
O 1.650 2.052 -1.673 -0.1009
N 2.701 1.488 -1.266 -0.2555
C 3.829 2.115 -1.570 0.8009
C 3.810 3.355 -2.280 0.2154
N 3.749 4.351 -2.858 -0.7277
C 5.073 1.556 -1.140 -0.2366
N 6.095 1.153 -0.798 -0.5844
```

(3)
Entry from the OMol25 dataset: C36H40BrClGeN3O4PdS as an isolated structure (ωB97M-V/def2-TZVPD).

Calculated values
Charge ... +3
HOMO-LUMO gap (spin up / spin down) ... 0.26120 / 0.18397 Eh
Energy above the lowest of the compared OMol25 structures with the same formula, charge and spin ... 5.1 kcal per mole
Expectation value of S² ... 6.06
Multiplicity ... 5
Highest occupied orbital energy (spin up / spin down) ... -16.12 / -16.58 eV
Electronic energy ... -204009.0689 eV

Structure (XYZ):
```
88
Properties=species:S:1:pos:R:3:mulliken_charge:R:1
Pd 1.353 -1.083 -0.310 1.0308
Cl 5.321 2.084 5.364 -0.0707
C 4.707 1.139 4.116 0.1903
C 5.061 -0.228 4.024 -0.6161
C 4.566 -0.993 3.017 -0.7264
C 3.657 -0.444 2.033 0.0158
O 3.155 -1.196 1.168 0.1249
C 3.370 0.980 2.115 0.8101
C 2.642 1.647 1.040 -0.1458
O 2.385 1.122 -0.029 -0.3888
C 3.860 1.726 3.147 -0.8265
H 5.728 -0.648 4.764 0.4795
H 4.814 -2.043 2.938 0.5054
H 2.356 2.694 1.225 0.3423
H 3.637 2.785 3.214 0.5372
C -5.062 -0.720 5.505 -1.5399
C -3.993 -0.736 4.455 0.8587
C -2.697 -1.154 4.771 -0.8726
C -1.692 -1.157 3.825 -0.6753
C -1.994 -0.714 2.535 -0.4561
C -3.276 -0.300 2.184 -0.2144
C -4.266 -0.324 3.147 -0.9550
S -0.689 -0.623 1.408 2.1949
O 0.310 -1.635 1.729 -0.7966
O -0.188 0.719 1.252 -0.3146
N -1.193 -0.947 -0.167 -0.1478
C -1.530 -2.191 -0.594 0.2703
C -2.472 -3.014 0.072 -0.7430
C -2.886 -4.188 -0.508 -1.0738
C -2.380 -4.588 -1.754 -0.6852
C -1.384 -3.828 -2.426 0.7226
C -0.814 -4.217 -3.651 -0.8290
C 0.186 -3.444 -4.192 -1.1841
C 0.635 -2.326 -3.480 -0.4390
N 0.119 -1.947 -2.319 0.8876
C -0.912 -2.654 -1.827 0.1485
H -5.057 -1.642 6.086 0.4097
H -6.051 -0.578 5.076 0.3834
H -4.879 0.097 6.207 0.3318
H -2.476 -1.482 5.779 0.4512
H -0.696 -1.499 4.070 0.5495
H -3.501 0.036 1.180 0.3698
H -5.268 -0.011 2.883 0.4113
H -2.912 -2.683 1.003 0.5093
H -3.641 -4.786 -0.015 0.4936
H -2.737 -5.503 -2.214 0.5055
H -1.163 -5.110 -4.155 0.5171
H 0.640 -3.691 -5.142 0.5015
H 1.444 -1.720 -3.872 0.5221
C -0.965 4.650 1.631 -1.5787
C -1.365 3.940 0.344 0.1154
C -2.351 2.806 0.602 -0.1608
C -2.636 1.947 -0.628 -1.2035
Ge -1.299 0.728 -1.377 1.0843
C 0.304 1.353 -2.305 0.5508
C -0.184 2.104 -3.559 -1.5634
C -0.515 3.572 -3.301 0.2666
C -1.203 4.235 -4.489 -1.5001
H -0.267 5.463 1.434 0.4321
H -0.498 3.954 2.333 0.2731
H -1.836 5.084 2.125 0.4046
H -0.468 3.531 -0.140 -0.0672
H -1.804 4.656 -0.354 0.4217
H -3.303 3.227 0.938 0.6541
H -1.979 2.202 1.428 -0.1277
H -2.850 2.567 -1.506 0.6266
H -3.514 1.314 -0.484 0.6085
H -2.088 -0.038 -2.465 -0.2742
H 0.882 0.470 -2.584 -0.3952
H 0.911 1.983 -1.659 0.4698
H -1.058 1.608 -3.998 0.3642
H 0.602 2.041 -4.316 0.5117
H 0.404 4.113 -3.057 0.3517
H -1.152 3.654 -2.416 -0.1619
H -0.539 4.279 -5.353 0.3654
H -1.498 5.256 -4.250 0.4076
H -2.096 3.683 -4.789 0.3453
Br 2.147 -3.786 -0.332 -0.0068
C 3.417 -2.793 -1.347 0.4824
C 4.572 -3.359 -1.830 -0.7974
C 5.437 -2.520 -2.523 -0.2935
C 5.111 -1.180 -2.694 -0.9866
C 3.922 -0.708 -2.171 -0.7103
N 3.082 -1.521 -1.518 0.6048
H 4.785 -4.407 -1.671 0.5303
H 6.365 -2.912 -2.919 0.4570
H 5.771 -0.508 -3.222 0.4902
H 3.621 0.328 -2.255 0.6345
```

(4)
Entry from the OMol25 dataset: C29H32BaN4Si as an isolated structure (ωB97M-V/def2-TZVPD).

Calculated values
HOMO-LUMO gap ... 0.17986 Eh
Energy above the lowest of the compared OMol25 structures with the same formula, charge and spin ... 0.0 kcal per mole
Multiplicity ... 1
Highest occupied orbital energy ... -5.31 eV
Electronic energy ... -45122.5576 eV

Structure (XYZ):
```
67
Properties=species:S:1:pos:R:3:mulliken_charge:R:1
Ba -0.175 0.403 0.060 1.4924
C 1.223 -0.726 3.064 -0.5190
N 1.415 0.557 2.369 0.4950
C 2.834 0.695 2.002 -1.0017
C 3.344 -0.346 1.027 0.4995
C 4.686 -0.694 1.028 -0.9966
C 5.146 -1.562 0.049 -0.3840
C 4.253 -2.046 -0.889 -0.7485
C 2.927 -1.649 -0.807 -0.5622
N 2.477 -0.825 0.137 0.4540
C 1.048 1.703 3.219 -1.0498
C -0.439 1.956 3.323 0.5699
C -1.044 2.112 4.558 -0.6374
C -2.397 2.420 4.601 -0.4964
C -3.091 2.548 3.413 -0.6194
C -2.406 2.355 2.223 -0.2875
N -1.106 2.060 2.165 -0.2105
C -0.219 -1.055 3.371 0.3413
C -0.637 -1.193 4.683 -0.7709
C -1.962 -1.535 4.922 -0.4364
C -2.811 -1.708 3.845 -0.6087
C -2.303 -1.531 2.566 -0.4352
N -1.035 -1.213 2.315 -0.1284
H 1.821 -0.771 3.986 0.2922
H 1.607 -1.506 2.405 0.4476
H 3.472 0.712 2.898 0.4019
H 2.958 1.669 1.517 0.4598
H 5.355 -0.287 1.775 0.4272
H 6.189 -1.850 0.019 0.4157
H 4.567 -2.712 -1.681 0.4319
H 2.201 -1.975 -1.541 0.4734
H 1.485 2.593 2.761 0.5140
H 1.481 1.618 4.226 0.3430
H -0.465 1.989 5.463 0.3881
H -2.900 2.550 5.551 0.4294
H -4.145 2.786 3.391 0.4367
H -2.918 2.413 1.268 0.2904
H 0.061 -1.034 5.492 0.4223
H -2.327 -1.657 5.934 0.4274
H -3.851 -1.971 3.976 0.4263
H -2.944 -1.640 1.697 0.4112
C 1.147 0.580 -2.350 -0.5450
C 1.419 0.035 -3.415 -0.6378
C 1.741 -0.602 -4.659 0.5259
C 0.740 -1.007 -5.548 -0.3458
C 1.063 -1.643 -6.736 -0.4985
C 2.390 -1.889 -7.066 -0.4180
C 3.394 -1.489 -6.195 -0.4941
C 3.074 -0.854 -5.005 -0.4437
H -0.293 -0.814 -5.290 0.4155
H 0.272 -1.948 -7.410 0.3813
H 2.638 -2.385 -7.996 0.3739
H 4.433 -1.669 -6.443 0.3623
H 3.855 -0.531 -4.328 0.4541
C -4.907 1.138 -1.146 -1.2985
Si -3.067 0.829 -1.608 0.2736
C -3.207 -0.591 -2.890 -0.9311
C -2.687 2.325 -2.744 -1.1764
H -5.532 1.257 -2.040 0.3746
H -5.021 2.048 -0.546 0.3123
H -5.316 0.310 -0.560 0.3136
H -3.872 -0.319 -3.719 0.3335
H -3.596 -1.507 -2.434 0.3033
H -2.227 -0.828 -3.316 0.0321
H -3.410 2.395 -3.566 0.3367
H -1.688 2.237 -3.180 0.2889
H -2.719 3.272 -2.193 0.3091
```

(5)
Entry from the OMol25 dataset: a 2-piece molecular cluster, C8H13NO2 overall (ωB97M-V/def2-TZVPD).

Calculated values
HOMO-LUMO gap ... 0.36352 Eh
SMILES ... C[C@@H]1N[C@@H]1C=O.CC#CCO
Energy above the lowest of the compared OMol25 structures with the same formula, charge and spin ... 100.2 kcal per mole
Multiplicity ... 1
Highest occupied orbital energy ... -9.04 eV
Electronic energy ... -14087.9653 eV

Structure (XYZ):
```
24
Properties=species:S:1:pos:R:3:mulliken_charge:R:1
C 1.672 -3.411 0.922 -1.2787
C 0.697 -2.722 1.841 0.0508
N -0.713 -3.008 1.665 -0.6173
C -0.242 -1.647 1.406 0.1898
C -0.317 -1.197 -0.017 -0.2372
O -0.299 -0.041 -0.340 -0.5526
H 1.951 -4.389 1.336 0.3492
H 1.220 -3.579 -0.065 0.3292
H 2.571 -2.807 0.815 0.2988
H 1.053 -2.604 2.863 0.4184
H -1.196 -3.053 2.530 0.2459
H -0.465 -0.853 2.133 0.4318
H -0.394 -2.033 -0.755 0.2971
C -2.226 1.339 -1.304 -1.2281
C -1.043 2.203 -1.334 0.3925
C -0.060 2.904 -1.344 0.3944
C 1.103 3.804 -1.378 -0.6059
O 0.880 5.028 -0.703 -0.5146
H -3.021 1.798 -0.695 0.2956
H -2.619 1.180 -2.322 0.2903
H -2.009 0.388 -0.882 0.2280
H 1.415 3.969 -2.435 0.2480
H 1.963 3.324 -0.864 0.2610
H 0.078 5.406 -1.076 0.3134
```

(6)
Entry from the OMol25 dataset: a 2-piece molecular cluster, C2H4NO2 overall (ωB97M-V/def2-TZVPD).

Calculated values
Charge ... +1
HOMO-LUMO gap ... 0.24956 Eh
Energy above the lowest of the compared OMol25 structures with the same formula, charge and spin ... 81.4 kcal per mole
Multiplicity ... 1
Highest occupied orbital energy ... -14.77 eV
Electronic energy ... -7712.4250 eV

Structure (XYZ):
```
9
Properties=species:S:1:pos:R:3:mulliken_charge:R:1
C -0.720 -0.830 -0.008 0.3139
C 0.327 0.193 -0.119 -0.8739
N -3.723 0.604 0.163 0.6453
O -4.577 0.029 -0.142 0.1820
O -1.934 -0.891 0.069 -0.4705
H -0.076 -1.761 0.389 0.2407
H 0.927 0.089 0.809 0.3223
H -0.104 1.137 -0.335 0.3109
H 1.076 -0.174 -0.926 0.3293
```

(7)
Entry from the OMol25 dataset: a 2-piece molecular cluster, CH4S3 overall (ωB97M-V/def2-TZVPD).

Calculated values
HOMO-LUMO gap (spin up / spin down) ... 0.23826 / 0.27145 Eh
Energy above the lowest of the compared OMol25 structures with the same formula, charge and spin ... 46.1 kcal per mole
Multiplicity ... 1
Highest occupied orbital energy (spin up / spin down) ... -8.82 / -9.19 eV
Electronic energy ... -33605.5015 eV

Structure (XYZ):
```
8
Properties=species:S:1:pos:R:3:mulliken_charge:R:1
C 0.457 -0.535 -0.412 -0.7931
S -0.302 2.602 -0.280 -0.2654
S 1.910 0.661 -0.495 0.1164
S 3.156 -0.106 0.794 -0.1915
H 0.182 -0.566 -1.449 0.2934
H -0.285 -0.051 0.211 0.3535
H 0.825 -1.562 -0.077 0.3254
H -0.671 2.704 -1.620 0.1613
```

(8)
Entry from the OMol25 dataset: a 2-piece molecular cluster, CH6S3 overall (ωB97M-V/def2-TZVPD).

Calculated values
HOMO-LUMO gap ... 0.34811 Eh
SMILES ... CS.SS
Energy above the lowest of the compared OMol25 structures with the same formula, charge and spin ... 6.2 kcal per mole
Multiplicity ... 1
Highest occupied orbital energy ... -9.12 eV
Electronic energy ... -33639.6269 eV

Structure (XYZ):
```
10
Properties=species:S:1:pos:R:3:mulliken_charge:R:1
C -1.068 -1.062 2.503 -0.6994
S -1.951 -2.189 3.636 -0.1946
H -0.553 -1.630 1.743 0.2613
H -1.830 -0.444 2.021 0.2294
H -0.392 -0.417 3.049 0.2932
H -1.171 -2.015 4.715 0.1101
S 2.074 1.649 -2.126 -0.1678
S 0.282 1.151 -2.932 -0.1573
H 2.739 0.507 -2.344 0.1670
H -0.366 0.714 -1.838 0.1581
```